Entry 1:
This record from OMol25 describes one molecule with the formula C23H22N4O4. The level of theory is wB97M-V/def2-TZVPD.

For the energy above the lowest of the compared OMol25 structures with the same formula, charge and spin, the calculation gives 0.000 eV. As for the SMILES: O=C(O)c1ccc(N2C(=O)C[C@H](N3CCC(c4nc5ccccc5[nH]4)CC3)C2=O)cc1. The HOMO-LUMO gap is 0.321 Eh. The energy is -38360.9921 eV. The calculation puts the molecular weight at 418.453 g mol⁻¹. Its HOMO energy is -0.30814 Ha. For the LUMO energy, the calculation gives 0.361 eV. The value obtained for the maximum force is 0.81 eV Å⁻¹.

```
53
C23H22N4O4, DFT wB97M-V/def2-TZVPD
O -2.116 -2.041 5.108
O -0.194 -4.539 -0.940
O -3.988 -1.078 4.378
O -1.562 -0.318 -1.957
N 1.320 -1.209 -3.122
N 0.745 1.586 0.820
N -0.953 -2.375 -1.115
N 1.765 3.274 -0.209
C 1.468 0.156 -3.585
C 1.083 5.112 1.389
C -2.688 -1.592 0.397
C -1.170 -2.456 2.564
C -2.929 -1.601 4.134
C -3.148 -1.398 1.683
C 1.150 3.823 0.889
C 2.087 -1.429 -1.910
C 0.023 -3.296 -3.028
C 0.355 5.295 2.548
C 1.121 1.221 -2.539
C -0.345 -3.535 -1.579
C -0.952 -1.349 -2.051
C 1.481 1.932 -0.192
C -1.460 -2.213 0.199
C -2.395 -1.829 2.774
C 0.508 2.737 1.529
C -0.700 -2.644 1.281
C 1.949 1.005 -1.262
C 1.790 -0.439 -0.782
C -0.285 4.231 3.186
C -0.016 -1.776 -3.188
C -0.221 2.944 2.693
H 2.518 0.271 -3.880
H 3.005 1.206 -1.486
H -0.718 2.121 3.181
H 2.312 3.764 -0.896
H 1.321 2.210 -2.957
H 0.062 1.168 -2.291
H -4.095 -0.914 1.866
H -2.519 -1.863 5.972
H 1.577 5.936 0.896
H 2.466 -0.625 0.053
H 0.851 0.294 -4.475
H 0.251 -3.124 1.114
H 1.931 -2.450 -1.557
H -3.267 -1.256 -0.447
H 0.774 -0.554 -0.407
H 3.141 -1.338 -2.196
H 0.992 -3.727 -3.273
H -0.844 4.427 4.089
H -0.587 -2.786 3.410
H -0.729 -3.779 -3.654
H -0.443 -1.464 -4.145
H 0.278 6.285 2.972
```



Entry 2:
This record from OMol25 describes C23H22N5SSn as an isolated structure in a non-equilibrium geometry. The level of theory is wB97M-V/def2-TZVPD.

The total charge is +1. For the energy above the lowest of the compared OMol25 structures with the same formula, charge and spin, the calculation gives 0.000 eV. The HOMO-LUMO gap is 0.273 Eh. The energy is -48319.8954 eV. The calculation puts the molecular weight at 519.242 g mol⁻¹. Its HOMO energy is -0.39432 Ha. For the LUMO energy, the calculation gives -3.307 eV. The value obtained for the maximum force is 2.24 eV Å⁻¹.

```
52
C23H22N5SSn, DFT wB97M-V/def2-TZVPD
Sn -8.279 -10.598 -6.058
S -6.509 -14.926 -7.359
N -7.207 -8.522 -4.845
N -9.881 -8.490 -5.984
N -10.582 -6.934 -4.493
N -8.068 -13.203 -6.138
N -7.684 -6.868 -3.412
C -7.445 -12.455 -8.389
C -9.586 -16.727 -1.497
C -7.842 -14.276 -5.224
C -9.504 -7.637 -5.009
C -8.562 -15.581 -1.607
C -7.035 -12.763 -9.736
C -7.461 -13.457 -7.298
C -8.395 -14.399 -3.929
C -6.072 -8.186 -4.085
C -7.394 -10.123 -8.918
C -7.350 -15.961 -0.721
C -7.023 -15.307 -5.769
C -9.206 -14.276 -1.161
C -6.797 -16.415 -4.969
C -8.104 -15.469 -3.076
C -11.235 -8.224 -6.145
C -6.832 -11.692 -10.603
C -6.340 -7.185 -3.239
C -8.145 -7.632 -4.450
C -6.941 -10.393 -10.202
C -7.319 -16.493 -3.668
C -11.658 -7.292 -5.246
C -7.683 -11.143 -8.042
H -6.657 -9.647 -10.873
H -10.089 -16.793 -0.504
H -12.664 -6.863 -5.150
H -5.121 -8.706 -4.180
H -6.590 -11.893 -11.632
H -9.467 -14.393 -0.136
H -10.524 -6.210 -3.771
H -9.050 -13.576 -3.653
H -6.158 -17.235 -5.302
H -6.604 -15.154 -0.698
H -8.161 -6.047 -3.031
H -5.738 -6.682 -2.506
H -8.535 -13.436 -1.214
H -7.100 -17.384 -3.093
H -11.898 -8.744 -6.854
H -9.085 -17.647 -1.726
H -10.388 -16.678 -2.266
H -7.491 -9.075 -8.607
H -7.721 -16.144 0.292
H -10.126 -14.020 -1.700
H -6.962 -13.826 -10.045
H -6.821 -16.852 -1.079
```



Entry 3:
This record from OMol25 describes C23H22N8O2Pd as an isolated structure in a non-equilibrium geometry. The level of theory is wB97M-V/def2-TZVPD.

The total charge is +2. For the energy above the lowest of the compared OMol25 structures with the same formula, charge and spin, the calculation gives 0.386 eV. The HOMO-LUMO gap is 0.243 Eh. The energy is -43688.3406 eV. The calculation puts the molecular weight at 548.903 g mol⁻¹. Its HOMO energy is -0.55908 Ha. For the LUMO energy, the calculation gives -8.613 eV. The value obtained for the maximum force is 1.39 eV Å⁻¹.

```
56
C23H22N8O2Pd, DFT wB97M-V/def2-TZVPD
Pd 0.280 -0.352 0.044
O -3.722 -1.041 -0.354
O 2.446 0.258 -3.254
N -0.164 3.397 2.400
N -1.427 -0.911 -0.741
N 0.740 -0.422 -1.805
N 0.178 2.115 2.311
N -0.650 2.754 0.398
N -0.119 1.747 1.114
N 2.228 0.122 0.265
N -0.985 -1.045 1.856
C -2.286 -1.112 1.543
C -1.601 -1.214 4.154
C -2.219 -2.094 -4.063
C -2.475 -1.848 -2.772
C -0.670 3.775 1.222
C 2.874 0.360 1.405
C 4.133 0.855 -0.974
C 2.069 0.080 -2.142
C -3.296 -1.231 2.477
C -0.942 -1.769 -4.700
C -0.102 -0.935 -2.649
C 4.174 0.843 1.416
C -1.416 -1.241 -1.993
C -2.516 4.202 4.039
C -1.102 2.477 5.220
C 4.811 1.099 0.215
C -2.941 -1.287 3.818
C 0.087 -1.207 -4.051
C -0.656 -1.086 3.146
C -1.152 3.887 4.645
C -2.624 -1.040 0.102
C 2.848 0.367 -0.905
C -0.023 4.161 3.656
H -0.021 5.208 3.356
H 5.821 1.483 0.197
H -0.131 2.257 5.668
H -1.278 -1.254 5.185
H -2.532 5.175 3.543
H -0.966 4.592 5.461
H -4.324 -1.282 2.147
H -2.979 -2.558 -4.677
H 2.334 0.162 2.320
H 0.398 -1.021 3.382
H -1.861 2.358 5.993
H -3.283 4.220 4.812
H 0.957 3.915 4.058
H -3.421 -2.083 -2.318
H 1.019 -0.978 -4.536
H -0.835 -2.012 -5.750
H -1.299 1.728 4.448
H -2.809 3.440 3.310
H 4.578 1.032 -1.943
H -3.699 -1.383 4.583
H -1.032 4.768 1.009
H 4.667 1.013 2.363
```



Entry 4:
This record from OMol25 describes a 2-piece molecular cluster, C23H22O2S2 overall in a non-equilibrium geometry. The level of theory is wB97M-V/def2-TZVPD.

For the energy above the lowest of the compared OMol25 structures with the same formula, charge and spin, the calculation gives 0.403 eV. The HOMO-LUMO gap is 0.129 Eh. The energy is -49969.8367 eV. The calculation puts the molecular weight at 394.561 g mol⁻¹. Its HOMO energy is -0.23344 Ha. For the LUMO energy, the calculation gives -2.837 eV. The value obtained for the maximum force is 2.20 eV Å⁻¹.

```
49
C23H22O2S2, DFT wB97M-V/def2-TZVPD
S -2.011 3.731 3.536
S -0.457 1.610 2.332
O 0.022 -3.549 0.065
O -3.013 1.387 2.992
C -4.775 2.919 2.267
C 3.201 2.255 -0.721
C 1.897 -2.030 -0.145
C 0.128 0.124 -0.165
C 3.492 3.656 -0.579
C -5.268 0.948 3.708
C -0.978 -5.166 -3.653
C 2.397 -0.736 -0.145
C 4.715 4.185 -0.975
C -4.258 2.038 3.373
C 0.521 -2.247 0.002
C 4.181 1.468 -1.411
C -0.291 -4.157 -1.157
C 1.988 1.742 -0.181
C 1.538 0.402 -0.206
C 0.716 -4.630 -1.999
C -0.360 -1.151 0.036
C 0.359 -5.135 -3.250
C -1.634 -4.204 -1.526
C -1.903 2.188 2.918
C 5.717 3.354 -1.504
C -1.968 -4.688 -2.789
C 5.433 1.997 -1.716
H -0.583 0.954 -0.240
H -4.831 2.351 1.325
H -4.100 2.632 4.289
H -1.423 -1.322 0.201
H 6.699 3.762 -1.751
H 1.756 -4.572 -1.677
H 3.945 0.439 -1.689
H -5.790 3.268 2.493
H -5.029 0.464 4.660
H 2.732 4.303 -0.128
H 6.208 1.347 -2.127
H -2.385 -3.810 -0.843
H 1.322 2.472 0.278
H 1.144 -5.501 -3.916
H 4.913 5.253 -0.856
H 3.479 -0.602 -0.052
H 2.546 -2.904 -0.204
H -1.244 -5.556 -4.636
H -5.334 0.192 2.915
H -3.013 -4.682 -3.099
H -6.259 1.398 3.826
H -4.144 3.803 2.122
```